{"formula": "C6H16N3", "method": "ωB97M-V/def2-TZVPD", "elements": ["H", "H", "H", "C", "H", "C", "N", "H", "C", "H", "H", "H", "H", "C", "C", "H", "H", "C", "N", "H", "H", "H", "H", "H", "N"], "coordinates": [[-1.692, -2.250, 1.719], [2.701, 1.548, -2.188], [-0.316, 2.381, -0.168], [0.993, 0.853, -1.143], [1.580, 0.909, -3.186], [-0.772, -1.682, 1.814], [-1.056, -0.459, -0.372], [-1.004, -0.963, -2.917], [-0.623, -1.364, 3.293], [-1.616, -1.106, 3.557], [0.967, 3.150, -0.684], [1.198, 0.422, -0.166], [-1.597, -1.326, -0.712], [0.348, 2.285, -0.986], [2.013, 0.744, -2.292], [-0.198, 2.557, -1.838], [-0.363, -2.202, 3.919], [-0.872, -0.505, 1.076], [-0.168, -0.095, -1.416], [0.103, -2.218, 1.414], [-0.104, 0.196, 1.307], [-1.728, 0.058, 1.397], [-0.005, -0.547, 3.417], [2.592, -0.102, -2.247], [-0.380, -0.284, -2.598]], "smiles": "[H]/N=[N+](\\NCCC)C(C)C", "relative_energy_kcal_mol": 79.3, "homo_energy_ha": -0.5411, "total_charge": 1, "gap_ev": 9.980}